*one*
{"formula": "C28H84O14", "method": "ωB97M-V/def2-TZVPD", "spin_multiplicity": 1, "lumo_energy_ev": 0.232, "gap_ev": 9.410, "symbols": ["C", "C", "O", "H", "H", "H", "H", "H", "H", "C", "C", "O", "H", "H", "H", "H", "H", "H", "C", "C", "O", "H", "H", "H", "H", "H", "H", "C", "C", "O", "H", "H", "H", "H", "H", "H", "C", "C", "O", "H", "H", "H", "H", "H", "H", "C", "C", "O", "H", "H", "H", "H", "H", "H", "C", "C", "O", "H", "H", "H", "H", "H", "H", "C", "C", "O", "H", "H", "H", "H", "H", "H", "C", "C", "O", "H", "H", "H", "H", "H", "H", "C", "C", "O", "H", "H", "H", "H", "H", "H", "C", "C", "O", "H", "H", "H", "H", "H", "H", "C", "C", "O", "H", "H", "H", "H", "H", "H", "C", "C", "O", "H", "H", "H", "H", "H", "H", "C", "C", "O", "H", "H", "H", "H", "H", "H"], "positions_angstrom": [[-3.8266, 2.2341, 3.4557], [-3.7994, 1.3351, 2.1763], [-4.1629, 0.0217, 2.6323], [-3.7376, 3.2939, 3.2168], [-3.0343, 1.9566, 4.1509], [-4.7601, 2.1524, 4.0124], [-2.9711, 1.4314, 1.4743], [-4.6131, 1.6003, 1.5013], [-3.3878, -0.3735, 3.0382], [-1.1297, 3.9699, 2.1170], [-0.4294, 5.2245, 1.8241], [0.7300, 5.2572, 2.7460], [-1.3437, 3.8488, 3.1789], [-0.5878, 3.1105, 1.7222], [-2.0888, 3.9283, 1.6009], [-1.1118, 6.0401, 2.0632], [-0.2215, 5.3952, 0.7678], [0.3606, 5.1517, 3.6258], [1.3445, -3.6829, -2.3177], [0.9301, -3.2213, -3.8124], [-0.2930, -3.8539, -4.3645], [1.8058, -4.6704, -2.3060], [0.3694, -3.8631, -1.8653], [1.9120, -2.9238, -1.7794], [1.7220, -3.2876, -4.5583], [0.7269, -2.1542, -3.7221], [-0.3732, -3.7730, -5.3177], [1.7063, 0.2759, 3.7885], [0.7788, 1.3197, 4.6123], [-0.5710, 0.8462, 4.5946], [2.6390, 0.7871, 3.5501], [1.1187, 0.0929, 2.8888], [1.7532, -0.7738, 4.0783], [0.9545, 2.3019, 4.1736], [1.1552, 1.4829, 5.6221], [-1.1100, 1.5327, 4.9942], [0.5757, 4.3364, -1.6581], [0.9189, 3.4617, -2.9291], [0.4131, 2.1391, -2.8174], [1.2755, 5.1546, -1.4879], [0.5924, 3.6674, -0.7977], [-0.4089, 4.8015, -1.7073], [1.9842, 3.3838, -3.1461], [0.4067, 3.8236, -3.8207], [0.4222, 1.6477, -3.6421], [-3.6294, 3.5966, -1.3665], [-3.3254, 5.1010, -1.6305], [-4.2882, 5.7433, -2.5215], [-2.9695, 3.0692, -0.6778], [-3.7664, 3.0510, -2.3001], [-4.5297, 3.5230, -0.7565], [-2.3949, 5.2461, -2.1792], [-3.1838, 5.6901, -0.7244], [-5.1155, 5.2695, -2.4086], [4.1320, -2.1416, 1.2583], [5.3808, -2.6560, 0.4958], [4.9429, -3.2903, -0.6486], [3.4329, -1.5432, 0.6741], [4.4197, -1.5196, 2.1059], [3.6143, -3.0316, 1.6159], [6.1431, -3.1722, 1.0794], [5.9085, -1.7341, 0.2513], [5.1137, -2.6814, -1.3709], [4.1845, 0.2410, -2.4626], [4.9410, -0.6424, -3.5011], [5.2751, -1.8221, -2.8487], [3.9404, 1.1372, -3.0330], [4.7685, 0.6485, -1.6374], [3.2917, -0.2694, -2.1014], [5.7815, -0.1033, -3.9381], [4.3653, -1.0530, -4.3306], [5.8978, -2.3550, -3.3486], [-2.0420, -0.6976, -4.1107], [-2.2585, -0.9946, -5.5930], [-1.0482, -1.4459, -6.1508], [-2.9604, -0.1892, -3.8170], [-1.1402, -0.1783, -3.7864], [-2.1193, -1.6503, -3.5867], [-2.6856, -0.1742, -6.1698], [-2.8785, -1.8902, -5.6320], [-1.2837, -1.7887, -7.0160], [-2.9718, -3.7369, 3.4259], [-1.8284, -2.8274, 3.8348], [-1.8250, -1.7568, 2.9753], [-3.0536, -4.6245, 4.0532], [-2.9227, -4.0515, 2.3835], [-3.8864, -3.1512, 3.5186], [-0.8800, -3.3540, 3.7291], [-1.8764, -2.5543, 4.8890], [-1.4360, -0.9669, 3.3578], [-3.7161, -2.9056, -0.5183], [-3.8030, -1.3745, -0.1537], [-3.6970, -0.4674, -1.2196], [-3.9773, -3.5921, 0.2871], [-2.6903, -3.0521, -0.8566], [-4.4054, -3.3141, -1.2573], [-3.0416, -1.2345, 0.6136], [-4.7758, -1.2882, 0.3304], [-2.8283, -0.0761, -1.1015], [3.0088, 2.8630, 1.1548], [4.2881, 2.1000, 1.5296], [5.4768, 2.9699, 1.2918], [2.9570, 3.1026, 0.0927], [2.9240, 3.7961, 1.7118], [2.1053, 2.2719, 1.3047], [4.3982, 1.1205, 1.0642], [4.3666, 1.8186, 2.5797], [5.7975, 2.7545, 0.4130], [0.8653, -5.6193, 2.2248], [0.2406, -4.9284, 1.0062], [-0.5653, -5.8644, 0.4385], [1.2901, -6.5953, 1.9898], [0.0704, -5.8342, 2.9389], [1.5854, -5.0605, 2.8226], [0.9895, -4.6467, 0.2660], [-0.3426, -4.0458, 1.2688], [-1.1087, -5.5641, -0.2938], [0.3401, -0.8009, -0.1214], [-0.4275, 0.4851, 0.2572], [-1.2880, 0.8493, -0.8008], [0.7574, -0.6342, -1.1144], [-0.2976, -1.6751, -0.2523], [1.1612, -1.1547, 0.5020], [0.3114, 1.2723, 0.4076], [-1.0937, 0.3598, 1.1108], [-0.7435, 1.2661, -1.4727]]}

=====

*two*
{"formula": "C28H84O14", "method": "ωB97M-V/def2-TZVPD", "spin_multiplicity": 1, "lumo_energy_ev": 0.119, "gap_ev": 9.345, "symbols": ["C", "C", "O", "H", "H", "H", "H", "H", "H", "C", "C", "O", "H", "H", "H", "H", "H", "H", "C", "C", "O", "H", "H", "H", "H", "H", "H", "C", "C", "O", "H", "H", "H", "H", "H", "H", "C", "C", "O", "H", "H", "H", "H", "H", "H", "C", "C", "O", "H", "H", "H", "H", "H", "H", "C", "C", "O", "H", "H", "H", "H", "H", "H", "C", "C", "O", "H", "H", "H", "H", "H", "H", "C", "C", "O", "H", "H", "H", "H", "H", "H", "C", "C", "O", "H", "H", "H", "H", "H", "H", "C", "C", "O", "H", "H", "H", "H", "H", "H", "C", "C", "O", "H", "H", "H", "H", "H", "H", "C", "C", "O", "H", "H", "H", "H", "H", "H", "C", "C", "O", "H", "H", "H", "H", "H", "H"], "positions_angstrom": [[-2.7220, 3.3543, 1.5483], [-2.9941, 4.5407, 2.4320], [-1.8966, 4.6916, 3.3303], [-2.6419, 2.4473, 2.1521], [-1.8164, 3.4645, 0.9541], [-3.5512, 3.1562, 0.8618], [-3.9492, 4.4237, 2.9527], [-3.1081, 5.4091, 1.7663], [-1.7543, 5.6214, 3.5220], [-2.2623, 3.3673, -4.1863], [-2.7409, 2.5398, -2.9892], [-3.8742, 1.7525, -3.3284], [-1.6964, 2.7217, -4.8795], [-1.6308, 4.2198, -3.9519], [-3.0987, 3.6253, -4.8403], [-3.0457, 3.2337, -2.2053], [-1.9245, 1.9153, -2.6143], [-3.5660, 1.0140, -3.8631], [3.9550, 1.4550, -1.5139], [5.1014, 0.9164, -2.3334], [4.6473, 0.1809, -3.4945], [3.2538, 0.6597, -1.2563], [3.3947, 2.2233, -2.0512], [4.3257, 1.9185, -0.5989], [5.7697, 0.3058, -1.7216], [5.7416, 1.7211, -2.7119], [4.9163, 0.6877, -4.2633], [-0.8211, 1.4704, 4.4060], [0.0894, 2.4826, 5.0699], [1.1792, 1.8283, 5.7404], [-1.6514, 1.9400, 3.8759], [-1.1898, 0.7195, 5.1026], [-0.2476, 0.9565, 3.6231], [-0.4482, 3.0296, 5.8417], [0.5006, 3.1502, 4.3077], [1.7712, 1.4894, 5.0476], [-0.7924, 0.6535, 0.6455], [-0.2971, 0.0626, -0.6517], [1.0119, -0.4860, -0.4688], [-0.0873, 1.3841, 1.0451], [-0.8749, -0.1383, 1.3935], [-1.7636, 1.0977, 0.4405], [-0.2362, 0.8431, -1.4189], [-0.9797, -0.7423, -0.9510], [1.3061, -0.6805, -1.3691], [0.0173, 0.1626, -4.3889], [1.4744, 0.2252, -3.9927], [1.8152, -0.8519, -3.1398], [-0.6907, 0.1142, -3.5602], [-0.1782, -0.7094, -5.0154], [-0.1856, 1.0747, -4.9529], [1.7261, 1.1860, -3.5119], [2.1115, 0.3200, -4.8835], [2.7708, -0.8613, -2.9850], [1.9000, 5.3588, 2.3785], [1.1249, 5.2078, 1.0878], [2.0141, 5.4139, -0.0324], [2.5354, 4.5010, 2.5823], [1.1692, 5.4383, 3.1923], [2.4698, 6.2854, 2.4131], [0.2901, 5.9160, 1.0523], [0.6964, 4.2043, 0.9898], [1.4879, 5.6282, -0.8058], [-2.2542, -4.7006, 1.0016], [-1.3285, -4.1834, -0.0831], [-1.9803, -4.3353, -1.3420], [-1.7574, -4.6846, 1.9703], [-2.6045, -5.7054, 0.7764], [-3.1208, -4.0348, 1.0550], [-0.4097, -4.7919, -0.1194], [-1.0068, -3.1588, 0.1369], [-1.4381, -3.8687, -2.0008], [3.4644, 0.4374, 1.3169], [2.7637, 1.3228, 2.3253], [3.0347, 0.9034, 3.6807], [3.1833, -0.6032, 1.4583], [4.5428, 0.5894, 1.3846], [3.2028, 0.7740, 0.3085], [1.6810, 1.3550, 2.1603], [3.1598, 2.3375, 2.2654], [2.8013, -0.0390, 3.7223], [-0.3667, -2.2054, 3.3775], [1.0834, -2.4051, 2.9262], [1.9671, -1.7220, 3.8103], [-0.3910, -2.3982, 4.4511], [-1.0770, -2.8735, 2.8866], [-0.6885, -1.1899, 3.1615], [1.2408, -2.0357, 1.9127], [1.3203, -3.4753, 2.8994], [1.9476, -2.1776, 4.6575], [4.4760, -2.4956, -1.1504], [4.8140, -2.8498, 0.2806], [5.5283, -4.0544, 0.4371], [3.7401, -1.6807, -1.1291], [3.9524, -3.3004, -1.6756], [5.3393, -2.1722, -1.7289], [3.8849, -2.8770, 0.8750], [5.3675, -2.0337, 0.7486], [5.0298, -4.7726, 0.0375], [-4.9366, -1.1066, -2.6978], [-3.5306, -1.2890, -2.1495], [-3.5567, -1.9516, -0.8574], [-4.9108, -0.9664, -3.7841], [-5.4890, -0.2768, -2.2653], [-5.5052, -2.0264, -2.5326], [-3.0880, -0.3167, -1.9243], [-2.9154, -1.8770, -2.8308], [-3.4467, -2.9018, -1.0175], [-3.6397, -0.5171, 3.0468], [-4.5798, -1.3555, 2.2032], [-5.1171, -0.6235, 1.1205], [-3.3740, -1.0672, 3.9528], [-4.1325, 0.4012, 3.3706], [-2.7608, -0.2492, 2.4597], [-5.4149, -1.6929, 2.8270], [-4.0689, -2.2449, 1.8214], [-4.6432, -0.9070, 0.3262], [0.5246, -5.3249, -3.5672], [0.4778, -3.8837, -4.0237], [-0.1603, -3.0475, -3.0395], [0.9038, -5.9892, -4.3409], [-0.4916, -5.6634, -3.3331], [1.0533, -5.4215, -2.6161], [-0.1324, -3.8172, -4.9279], [1.4699, -3.4917, -4.2521], [0.5135, -2.5280, -2.5870]]}

=====

Name the most stable of them. *two*.

=====

*one*
{"formula": "H3OPS", "method": "ωB97M-V/def2-TZVPD", "s_squared": 2.006, "spin_multiplicity": 3, "lumo_energy_ev": [0.604, -2.671], "gap_ev": [5.157, 7.391], "symbols": ["O", "P", "S", "H", "H", "H"], "positions_angstrom": [[-1.1681, -0.6113, 0.3206], [-0.1295, 0.6075, -0.0703], [1.8615, -0.1335, 0.1248], [-1.8913, -0.5850, -0.2783], [-0.3944, 0.6524, -1.4365], [1.7219, 0.0698, 1.3397]]}

=====

*two*
{"formula": "H3OPS", "method": "ωB97M-V/def2-TZVPD", "s_squared": 2.006, "spin_multiplicity": 3, "lumo_energy_ev": [0.767, -3.921], "gap_ev": [6.221, 6.745], "symbols": ["O", "P", "S", "H", "H", "H"], "positions_angstrom": [[0.3235, -1.4547, -0.0603], [0.1090, 0.0327, 0.0486], [-1.9348, -0.0907, -0.0230], [-1.2531, -1.2182, 0.2398], [0.5031, 0.8853, -0.9794], [0.8732, 0.7408, 1.0930]]}

=====

Name the most stable of them. *one*.

=====

*one*
{"formula": "C2H4BrNO2", "method": "ωB97M-V/def2-TZVPD", "spin_multiplicity": 1, "lumo_energy_ev": 0.403, "gap_ev": 10.681, "smiles": "C[C@@H](Br)[N+](=O)[O-]", "symbols": ["C", "C", "N", "O", "O", "Br", "H", "H", "H", "H"], "positions_angstrom": [[-1.0207, 0.1800, -0.5682], [0.2185, -0.6790, -0.1260], [0.8248, 0.3118, 0.9971], [0.1301, 0.4159, 1.9553], [1.8355, 0.9204, 0.8609], [1.7648, -0.5847, -1.4087], [-0.7058, 0.9905, -1.1298], [-1.4695, 0.6525, 0.2924], [-1.7582, -0.4524, -1.0859], [0.1805, -1.7551, 0.2129]]}

=====

*two*
{"formula": "C2H4BrNO2", "method": "ωB97M-V/def2-TZVPD", "spin_multiplicity": 1, "lumo_energy_ev": -0.612, "gap_ev": 9.772, "smiles": "C=C[N+](=O)[O-].Br", "symbols": ["C", "C", "N", "O", "O", "Br", "H", "H", "H", "H"], "positions_angstrom": [[-1.4654, 0.5020, 1.2351], [-0.4402, 0.4347, 0.3928], [0.7033, -0.3947, 0.6323], [0.7102, -1.1189, 1.6082], [1.5942, -0.4401, -0.1852], [0.9575, -0.9063, -2.9890], [1.9402, -0.1337, -3.4683], [-1.2670, -0.1965, 2.1324], [-2.4294, 1.2318, 1.2081], [-0.3034, 1.0217, -0.5665]]}

=====

Name the most stable of them. *one*.

=====

*one*
{"formula": "C3H5NO4", "method": "ωB97M-V/def2-TZVPD", "spin_multiplicity": 1, "lumo_energy_ev": 0.562, "gap_ev": 8.822, "smiles": "NC(=O)C(O)=C(O)O", "symbols": ["C", "C", "C", "N", "O", "O", "O", "O", "H", "H", "H", "H", "H"], "positions_angstrom": [[-0.1157, -0.0528, 1.2919], [-0.2373, 0.3534, 0.0035], [0.6445, -0.2847, -0.9953], [0.3040, -0.0797, -2.2956], [-1.1479, 0.2002, 2.1573], [1.0053, -0.5568, 1.8878], [-1.3036, 1.1406, -0.4194], [1.5959, -0.9845, -0.6433], [1.6857, -0.6736, 1.1878], [-0.8569, -0.2156, 2.9911], [-1.8603, 1.2645, 0.3756], [0.8333, -0.5332, -3.0247], [-0.5470, 0.4221, -2.5167]]}

=====

*two*
{"formula": "C3H5NO4", "method": "ωB97M-V/def2-TZVPD", "spin_multiplicity": 1, "lumo_energy_ev": 0.778, "gap_ev": 10.613, "smiles": "CO/C(=N\\O)OC=O", "symbols": ["C", "C", "C", "H", "H", "H", "H", "H", "N", "O", "O", "O", "O"], "positions_angstrom": [[0.7201, 1.5468, -0.0266], [0.0050, -0.6635, -0.4196], [-2.2539, -0.6829, 0.0354], [1.7673, 1.3273, -0.0176], [0.2476, 1.5508, 0.9699], [0.4236, 2.4507, -0.5246], [-3.2310, -1.1861, -0.2175], [2.7470, -1.6622, 0.3525], [0.8403, -1.4143, 0.1926], [0.0307, 0.5962, -0.8286], [-1.2683, -1.1829, -0.6951], [-2.1666, 0.2355, 0.8302], [2.1382, -0.9153, 0.3489]]}

=====

Name the most stable of them. *one*.

=====

*one*
{"formula": "C3H5NO4", "method": "ωB97M-V/def2-TZVPD", "spin_multiplicity": 1, "lumo_energy_ev": 0.429, "gap_ev": 7.905, "symbols": ["C", "C", "C", "N", "O", "O", "O", "O", "H", "H", "H", "H", "H"], "positions_angstrom": [[0.2745, -0.6864, 0.5672], [0.3648, 1.1994, -0.1501], [-0.4019, 0.1429, -0.4853], [-1.3310, -0.2281, -1.4593], [-0.4119, -0.9404, 1.7166], [1.0605, -1.6860, 0.1182], [0.4308, 2.4778, -0.5398], [1.1406, 0.6917, 0.8416], [1.5933, -2.0586, 0.8355], [-0.3081, -1.8559, 2.0083], [1.1772, 2.8844, -0.0802], [-2.2746, -0.3192, -1.1041], [-1.3143, 0.3786, -2.2684]]}

=====

*two*
{"formula": "C3H5NO4", "method": "ωB97M-V/def2-TZVPD", "spin_multiplicity": 1, "lumo_energy_ev": [-1.462, -1.769], "gap_ev": [8.268, 8.734], "symbols": ["C", "C", "C", "N", "O", "O", "O", "O", "H", "H", "H", "H", "H"], "positions_angstrom": [[-1.9733, -0.0862, 0.3595], [-0.6102, -0.6760, 0.3805], [0.4477, 0.2365, -0.1138], [1.7962, -0.2558, 0.0680], [2.0457, -1.4356, 0.2289], [2.6484, 0.6164, -0.0587], [-1.6543, -1.1975, -0.4530], [0.3785, 1.5809, 0.0607], [-2.7844, -0.3443, 1.0412], [-2.1749, 0.7656, -0.2630], [-0.1350, -1.2571, 1.0753], [0.8013, 0.1622, -2.0888], [1.2142, 1.8909, -0.2368]]}

=====

*three*
{"formula": "C3H5NO4", "method": "ωB97M-V/def2-TZVPD", "spin_multiplicity": 1, "lumo_energy_ev": -0.281, "gap_ev": 10.689, "smiles": "O=[N+]([O-])[C@H](O)[C@H]1CO1", "symbols": ["C", "C", "C", "N", "O", "O", "O", "O", "H", "H", "H", "H", "H"], "positions_angstrom": [[-2.0175, -0.5098, 0.2267], [-0.5046, -0.5443, 0.4090], [0.3670, 0.4165, -0.4781], [1.7686, -0.0863, -0.2874], [2.0062, -1.2181, -0.6374], [2.5708, 0.7062, 0.1738], [-1.1286, -1.6434, -0.1614], [0.3707, 1.8551, 0.0440], [-2.5835, -0.5563, 1.0476], [-2.3304, 0.0261, -0.6359], [-0.0273, -0.7422, 1.4054], [0.1463, 0.3618, -1.5067], [1.3625, 1.9345, 0.4004]]}

=====

Name the most stable of them. *one*.